1.
86
Properties=species:S:1:pos:R:3:forces:R:3:lowdin_spin:R:1 method="wB97M-V/def2-TZVPD" spin_multiplicity=6 lumo_ev="-0.353 / -0.355" homo_energy_ev="-8.84 / -8.88" s2=8.752
Mn -0.232 0.006 -0.089 0.088 -0.055 -0.111 4.7440
O 1.587 -0.953 3.962 0.401 -0.022 0.037 0.0015
C 1.349 -0.356 2.800 -0.136 0.048 0.053 0.0028
O 0.235 -0.207 2.356 -0.066 0.071 -0.093 0.0202
C 2.597 0.149 2.126 0.039 -0.081 -0.011 0.0008
O 2.381 0.238 0.742 0.068 0.060 -0.043 0.0158
C 2.538 1.570 0.227 -0.336 0.136 0.024 0.0011
C 1.347 2.401 0.761 0.469 -0.168 0.024 0.0062
O 1.532 3.180 1.696 -0.139 -0.014 -0.093 0.0060
O 0.231 2.096 0.222 -0.034 -0.422 0.031 0.0370
H 0.750 -1.228 4.366 -0.150 0.117 0.014 0.0000
H 2.809 1.131 2.565 0.022 -0.020 0.053 0.0001
H 3.432 -0.521 2.342 -0.019 -0.032 -0.008 0.0002
H 3.501 1.991 0.522 -0.012 -0.020 0.039 0.0001
H 2.470 1.464 -0.855 0.074 0.036 -0.011 0.0004
C -3.638 -4.464 -0.566 0.026 -0.173 0.229 0.0002
N -2.871 -3.319 -1.024 -0.368 0.380 0.108 0.0015
C -2.622 -2.167 -0.393 0.209 -0.201 -0.084 0.0044
N -1.883 -1.387 -1.154 -0.080 0.222 -0.079 0.0219
C -1.726 -2.123 -2.286 -0.034 0.018 0.042 0.0028
N -2.327 -3.287 -2.255 0.249 -0.180 -0.134 0.0012
C -2.927 -5.253 0.512 0.036 -0.067 -0.042 0.0000
C -2.657 -6.605 0.334 -0.021 0.080 -0.043 0.0000
C -2.002 -7.329 1.321 0.030 -0.086 0.001 0.0000
C -1.588 -6.713 2.488 0.032 0.068 0.045 0.0000
C -1.853 -5.358 2.671 -0.171 0.152 -0.264 0.0000
C -2.535 -4.641 1.692 0.081 -0.073 0.083 0.0000
C -1.412 -4.666 3.872 0.306 0.055 0.568 0.0000
N -0.801 -5.139 4.911 -0.162 -0.324 -0.451 0.0000
N -0.587 -4.088 5.762 0.055 0.553 0.251 0.0000
C -1.080 -3.033 5.194 0.103 -0.735 0.036 0.0000
O -1.620 -3.332 3.989 -0.154 0.195 -0.206 0.0000
C -1.108 -1.662 5.684 -0.193 0.261 -0.098 0.0000
C -0.600 -1.358 6.944 -0.001 -0.086 -0.001 0.0000
C -0.642 -0.049 7.392 0.047 0.004 0.044 0.0000
C -1.190 0.947 6.599 -0.021 -0.012 -0.072 0.0000
C -1.706 0.649 5.341 0.015 0.059 0.029 0.0001
C -2.310 1.775 4.521 0.005 -0.116 0.220 0.0001
N -2.569 1.409 3.151 0.152 0.197 -0.196 0.0011
C -1.752 1.576 2.108 -0.100 0.033 0.155 0.0036
N -2.244 0.948 1.054 -0.031 0.035 -0.202 0.0223
C -3.426 0.456 1.516 0.177 -0.067 0.128 0.0030
N -3.653 0.692 2.786 -0.244 -0.036 0.018 0.0019
C -1.657 -0.657 4.883 -0.002 -0.057 0.045 0.0001
H -3.804 -5.090 -1.438 -0.048 0.053 -0.038 0.0000
H -4.603 -4.108 -0.200 -0.002 -0.003 -0.045 0.0000
H -2.921 -1.948 0.615 -0.062 -0.029 0.013 0.0002
H -1.142 -1.807 -3.134 0.015 0.035 0.025 0.0000
H -2.958 -7.093 -0.585 0.020 -0.014 0.006 0.0000
H -1.804 -8.382 1.168 0.024 0.008 0.007 0.0000
H -1.054 -7.255 3.257 -0.011 -0.034 -0.010 0.0000
H -2.741 -3.596 1.870 0.034 -0.002 0.000 0.0000
H -0.189 -2.153 7.553 0.030 0.024 0.008 0.0000
H -0.240 0.200 8.365 -0.008 -0.012 0.000 0.0000
H -1.212 1.971 6.955 0.003 -0.011 0.019 0.0000
H -1.619 2.617 4.512 -0.049 0.056 -0.050 0.0000
H -3.247 2.101 4.973 0.004 0.014 -0.053 0.0000
H -0.846 2.162 2.128 0.050 -0.079 0.012 0.0000
H -4.142 -0.058 0.896 0.015 -0.049 0.009 0.0000
H -2.030 -0.912 3.903 -0.036 0.020 -0.011 0.0000
O 1.026 -1.603 -1.184 -0.074 0.224 0.046 0.0287
C 0.815 -2.471 -0.302 -0.025 0.015 -0.009 0.0062
O 0.067 -2.273 0.687 0.041 0.139 0.147 0.0242
C 1.450 -3.827 -0.451 -0.022 -0.052 -0.099 0.0007
C 1.850 -4.264 -1.710 0.046 0.071 0.093 0.0008
C 2.362 -5.537 -1.876 0.063 -0.248 -0.015 0.0000
C 2.482 -6.362 -0.766 -0.247 0.600 0.074 0.0003
C 2.124 -5.930 0.503 0.068 -0.255 -0.052 0.0000
C 1.599 -4.660 0.653 -0.061 0.089 -0.036 0.0007
N 2.993 -7.719 -0.939 0.300 -0.414 -0.052 0.0000
O 3.297 -8.076 -2.062 -0.082 0.090 0.069 0.0001
O 3.096 -8.421 0.051 -0.079 0.107 -0.041 0.0001
H 1.760 -3.588 -2.548 -0.032 -0.010 -0.006 0.0002
H 2.666 -5.904 -2.844 -0.006 -0.005 -0.011 0.0000
H 2.250 -6.595 1.344 -0.010 0.001 0.027 0.0000
H 1.297 -4.296 1.626 -0.046 -0.026 0.005 0.0001
C -0.027 0.802 -4.586 0.122 -0.070 0.071 0.0014
C -0.712 0.993 -3.261 -0.182 0.140 -0.170 0.0061
C -2.153 1.422 -3.277 0.016 0.053 0.158 0.0006
O -0.122 0.807 -2.221 0.108 -0.177 -0.052 0.0282
H -0.688 0.314 -5.302 -0.032 0.026 0.002 0.0004
H 0.884 0.222 -4.452 0.001 0.031 -0.002 0.0000
H 0.231 1.783 -4.993 -0.032 0.008 -0.009 0.0000
H -2.389 2.006 -4.165 -0.014 -0.010 -0.017 0.0000
H -2.368 1.989 -2.371 -0.020 -0.026 -0.008 0.0001
H -2.781 0.528 -3.272 0.011 -0.010 -0.039 0.0001

2.
9
Properties=species:S:1:pos:R:3:forces:R:3:nbo_charge:R:1 method="wB97M-V/def2-TZVPD" smiles="N=S(=O)=O.N=C=O" lumo_ev=-0.112 homo_energy_ev=-11.28
N -1.974 -0.206 0.009 -0.338 -0.263 -0.868 -1.0703
S -0.901 -1.231 -0.005 -0.997 -0.076 0.517 2.3031
O -0.084 -1.498 1.151 -0.441 -0.401 -1.064 -0.8349
O -0.844 -2.029 -1.220 0.586 1.081 1.657 -0.8309
H -2.270 0.417 0.757 0.842 -0.540 0.158 0.4247
N 1.086 0.541 -0.296 -0.395 -0.650 -1.249 -0.8251
C 1.613 1.566 0.051 -0.089 -1.019 0.835 0.8783
O 2.042 2.431 0.665 0.643 1.774 0.228 -0.4702
H 1.331 0.008 -1.112 0.189 0.095 -0.216 0.4254

3.
10
Properties=species:S:1:pos:R:3:forces:R:3:lowdin_spin:R:1 method="wB97M-V/def2-TZVPD" spin_multiplicity=2 lumo_ev="-0.343 / -0.347" homo_energy_ev="-7.51 / -7.48" s2=0.754
O 1.289 -1.366 0.230 -0.190 -0.321 0.483 -0.0009
C 1.083 -0.484 1.052 1.049 0.739 -1.131 -0.0002
C -0.093 0.444 0.970 -0.513 0.080 0.093 0.0006
O -0.197 0.840 -0.330 -0.330 -0.207 -0.531 0.0205
O -1.247 -0.745 -2.600 0.754 -1.645 0.017 0.9646
Rb -2.030 1.473 -2.658 -0.022 1.049 0.529 0.0195
Li 0.124 -1.209 -1.373 -0.522 0.984 0.160 -0.0051
H 1.936 -0.110 1.655 -0.055 -0.651 0.416 0.0000
H 0.116 1.263 1.696 -0.142 -0.101 -0.133 0.0010
H -0.982 -0.106 1.358 -0.030 0.072 0.098 0.0001

4.
21
Properties=species:S:1:pos:R:3:forces:R:3:nbo_charge:R:1 method="wB97M-V/def2-TZVPD" lumo_ev=1.066 homo_energy_ev=-8.85
C -2.060 -1.920 -0.509 -1.080 0.353 2.805 -0.6522
C -1.211 -0.685 -0.606 0.091 -0.973 -0.286 -0.2185
C -0.552 0.014 0.316 0.314 0.366 0.331 0.0393
C -0.651 -0.194 1.850 1.330 -0.747 -2.222 -0.6611
C 0.156 1.281 -0.126 1.565 -0.827 1.187 -0.4477
C 1.448 1.119 -0.962 0.854 -0.908 1.135 -0.3870
C 2.662 0.523 -0.120 -1.808 -0.076 0.298 -0.6189
H -2.307 -2.194 0.550 0.398 0.410 -0.461 0.2019
H -1.722 -2.878 -0.879 0.257 0.210 -0.927 0.2245
H -3.040 -1.593 -0.858 -0.089 -0.646 -0.630 0.2170
H -1.273 -0.344 -1.636 0.664 0.488 -0.027 0.1874
H 0.248 0.116 2.395 -0.012 0.075 -0.376 0.2111
H -0.705 -1.286 1.944 -0.962 0.450 0.853 0.2252
H -1.436 0.495 2.107 -0.762 -0.472 0.840 0.2278
H -0.612 1.886 -0.606 0.523 0.683 0.182 0.2226
H 0.706 1.660 0.776 -1.627 0.750 -0.287 0.2034
H 1.328 0.356 -1.729 -0.190 0.839 -0.847 0.2059
H 1.723 2.150 -1.166 0.074 -0.176 -1.278 0.2063
H 3.343 -0.068 -0.714 0.341 0.275 -0.400 0.2118
H 2.198 -0.216 0.537 0.193 -0.033 0.322 0.1988
H 3.190 1.254 0.499 -0.074 -0.040 -0.211 0.2024